Formula: C16H23N5O2S
Source: the Open Molecules 2025 dataset
Level of theory: ωB97M-V with the def2-TZVPD basis set

Output
E_LUMO ... 0.482 eV
Charge ... 0
Energy above the lowest of the compared OMol25 structures with the same formula, charge and spin ... 1874.7 kJ/mol

XYZ file:
```
47
Properties=species:S:1:pos:R:3:forces:R:3
C -7.0957 -1.2486 0.5400 2.534 -1.312 -4.186
C -6.5446 0.1242 0.9180 -5.747 1.553 -0.458
O -5.7444 0.8917 -0.0654 -4.017 -1.924 3.576
C -4.5426 0.4316 -0.2245 2.565 -0.655 -2.421
C -3.8739 -0.6472 0.4090 -11.421 2.336 5.705
C -2.6174 -0.8035 0.3578 6.996 -5.237 4.148
C -1.9859 -0.1674 -0.5440 4.308 8.479 -10.989
C -2.6144 0.9329 -1.5822 -3.182 -2.241 4.876
C -3.9749 1.1805 -1.3047 7.404 -6.693 3.739
H -4.4334 1.8399 -1.7899 -4.224 5.404 -3.630
H -2.1241 1.6479 -2.2130 0.954 -0.555 -0.358
C -0.6002 -0.1668 -1.0965 1.270 -7.408 4.900
N 0.3213 0.4179 -1.7062 -6.701 8.316 -1.241
N 1.5399 0.1669 -1.6441 2.994 -5.779 -0.757
C 1.4685 -1.1277 -1.2792 -1.143 -0.844 4.498
N 0.1475 -1.4222 -0.5788 2.725 2.390 -3.682
N -0.1584 -2.7241 -0.0365 -3.593 4.486 0.221
H -1.0263 -3.0138 -0.5044 1.104 -0.667 -0.028
H 0.6940 -3.1083 -0.1728 2.854 -3.098 -0.709
S 2.7773 -2.1821 -0.8279 -0.620 -1.871 -5.106
C 3.2799 -1.7216 0.6527 -0.721 2.298 8.395
C 2.8909 -0.1507 1.1447 12.316 -5.583 -10.369
O 2.0351 0.1482 1.7307 -12.598 2.837 9.055
N 3.7541 0.7224 0.6085 4.146 -0.758 -5.597
C 4.9844 0.5381 -0.6035 -0.674 -12.257 11.887
C 6.3360 0.2786 0.4799 -10.347 -1.156 -4.644
H 6.4639 1.0093 0.9993 2.038 9.425 5.101
H 6.1902 -0.3618 1.2102 -1.762 -4.101 2.930
H 7.0230 -0.0160 -0.0332 8.295 -2.870 -5.889
H 4.8604 -0.5899 -0.8556 -0.059 2.745 -1.083
H 5.1201 1.2836 -1.1380 0.580 6.629 -5.258
C 3.5067 2.0527 0.5565 0.552 3.770 9.166
C 3.0471 2.8443 -0.5318 -5.613 0.597 -2.131
H 2.1577 2.1323 -1.0027 1.633 2.701 0.870
H 3.7537 2.8390 -1.3091 1.048 0.512 -1.130
H 2.7246 4.0015 -0.2322 0.783 -3.386 -0.818
H 4.4802 2.5612 0.8780 -0.819 -0.413 0.117
H 2.7814 2.1294 1.7366 1.772 0.697 -3.728
H 4.3647 -1.9159 0.8406 -0.928 0.089 -0.267
H 2.6375 -2.1754 1.5575 1.575 0.095 -1.891
H -1.9492 -1.4958 1.0885 -1.941 1.524 -1.710
H -4.5156 -0.9345 1.6050 2.180 0.394 -4.096
H -7.6681 0.7388 1.0771 3.660 -1.036 -0.537
H -6.2235 -0.0693 1.9099 1.438 1.090 0.842
H -7.9035 -1.6320 1.1303 0.061 -0.022 0.929
H -7.5341 -1.2264 -0.4943 0.211 0.279 0.733
H -6.2101 -2.0119 0.3396 -1.886 1.219 1.026
```
Positions in Å, forces in eV/Å.

Formula: C16H23NO
Source: the Open Molecules 2025 dataset
Level of theory: ωB97M-V with the def2-TZVPD basis set

Output
E_LUMO ... 0.702 eV
SMILES string ... O=C(NCCCCc1ccccc1)C1CCCC1
Charge ... 0
Energy above the lowest of the compared OMol25 structures with the same formula, charge and spin ... 1419.8 kJ/mol

XYZ file:
```
41
Properties=species:S:1:pos:R:3:forces:R:3
O 2.5944 1.9978 -1.2290 0.194 2.048 -2.151
C 3.0067 0.9676 -0.7360 -3.975 3.942 -0.555
N 2.2040 0.4704 0.1434 -4.368 -7.435 4.701
C 0.7269 0.6590 0.2835 1.282 4.745 6.374
C -0.3687 -0.0828 -0.2840 -1.006 -5.468 4.526
C -1.8189 0.4003 0.0422 0.954 -2.413 4.118
C -2.9070 -0.4567 -0.5906 2.187 1.515 15.191
C -4.2224 -0.3718 -0.3542 1.752 13.391 9.573
C -5.2092 -0.9257 -0.7424 -9.100 -8.544 -6.128
C -6.5814 -0.7566 -0.7196 -1.069 6.082 6.515
C -7.0263 0.3367 0.2693 2.399 -4.673 -5.369
C -5.9513 1.0323 0.7350 -4.477 6.589 4.255
C -4.6796 0.8651 0.5730 7.227 -1.187 -2.517
C 4.2527 0.4864 -0.9711 -0.095 -8.523 13.468
C 5.2200 0.7451 0.2315 -0.364 5.075 -3.721
C 4.9993 -0.1737 1.3145 -2.605 -2.856 0.245
C 4.7015 -1.6807 0.5632 -3.223 3.833 3.129
C 4.2045 -1.2742 -0.8336 0.788 2.988 0.592
H 2.3749 -0.5312 0.5496 0.233 2.608 -1.162
H 0.5014 0.8334 1.5700 0.860 -1.238 -3.225
H 0.5260 1.7012 0.1536 0.250 0.920 -1.032
H -0.1126 -0.1328 -1.2518 -0.036 -0.672 -4.088
H -0.1971 -1.2937 0.2448 -0.815 3.080 -1.942
H -1.8502 1.3388 -0.2678 -0.398 4.407 -1.877
H -1.9679 0.6103 1.2383 0.522 -1.210 -2.670
H -2.7030 -0.5339 -1.3968 4.027 -0.684 -18.596
H -2.6419 -1.3991 -0.3575 1.138 -3.850 1.591
H -4.9412 -1.7663 -1.2985 0.223 -1.992 -1.584
H -7.4369 -1.2977 -0.8636 -1.150 -2.261 -1.733
H -8.0494 0.5816 0.2029 -0.874 0.523 0.813
H -6.3058 2.1100 1.3746 1.192 -3.098 -1.659
H -3.8041 1.6889 0.8585 -2.836 -2.352 -0.451
H 4.4777 0.6311 -1.8070 4.314 2.807 -12.404
H 5.0134 1.9247 0.4131 0.889 -2.617 0.216
H 6.1781 0.6855 -0.3362 -0.032 -0.095 1.298
H 5.7099 -0.1317 2.0598 2.675 -0.594 1.026
H 4.1805 0.0029 2.0456 -0.481 0.438 -1.330
H 4.0024 -2.1477 1.3939 1.242 0.280 -2.363
H 5.6347 -2.0764 0.5482 2.443 -1.929 -0.161
H 4.9774 -1.4025 -1.5369 0.893 -1.074 -0.886
H 3.2883 -1.6339 -1.2319 -0.775 -0.505 -0.031
```
Positions in Å, forces in eV/Å.

Formula: C16H23NO2RhS7
Source: the Open Molecules 2025 dataset
Level of theory: ωB97M-V with the def2-TZVPD basis set

Output
<S²> ... 6.03
E_LUMO (alpha / beta) ... 2.235 / 1.174 eV
Spin multiplicity ... 5
Charge ... -1

XYZ file:
```
50
Properties=species:S:1:pos:R:3:forces:R:3
Rh -1.0033 -1.3955 -0.9044 -0.119 -0.946 0.003
S -3.1882 -0.5267 -0.6087 0.440 -0.324 0.171
S -3.4264 0.9952 -1.8082 -0.483 0.022 -0.267
S -2.0824 -0.0378 -4.0600 -0.367 -0.016 -0.276
S -1.0879 -1.4672 -3.1928 0.230 -0.091 0.020
S 1.2407 -2.1380 -0.9391 -0.516 0.938 -0.156
C 1.1473 -3.8182 -0.5209 -0.165 -0.708 0.163
C 2.3487 -4.4982 -0.3105 -0.145 0.106 -0.077
C 2.3678 -5.8414 -0.0043 0.105 -0.300 0.084
C 1.1704 -6.5470 0.0847 0.195 -0.156 0.037
C -0.0247 -5.8970 -0.1227 0.191 0.138 -0.042
C -0.0655 -4.5280 -0.4068 0.309 0.008 0.080
S -1.6246 -3.8044 -0.5761 -0.497 0.822 -0.133
H 3.2688 -3.9376 -0.4040 0.133 0.010 0.027
H 3.3121 -6.3438 0.1634 0.044 -0.034 0.000
H 1.1721 -7.6025 0.3200 0.045 -0.110 0.007
H -0.9654 -6.4264 -0.0740 -0.067 -0.082 0.069
O -0.3347 0.9203 -0.5398 0.126 1.051 -0.601
C -0.5623 1.7591 -1.4089 -0.142 -0.124 -0.071
C -1.2231 3.0921 -1.1540 0.201 0.001 0.320
C -0.0742 4.0676 -0.8299 -0.071 0.092 -0.259
C 1.0727 4.0836 -1.8545 0.193 0.003 0.273
C 1.9688 2.8303 -1.8273 0.014 0.002 -0.284
C 1.4358 1.6752 -2.7036 0.397 -0.060 0.328
N -0.0101 1.6681 -2.6690 -0.347 0.011 0.194
H -1.9273 3.0514 -0.3259 -0.029 -0.098 -0.028
H -1.7542 3.4176 -2.0501 -0.014 0.005 0.017
H 0.3421 3.8070 0.1467 -0.008 0.035 0.056
H -0.4953 5.0750 -0.7553 0.031 -0.052 0.072
H 1.6970 4.9532 -1.6258 -0.048 -0.019 -0.078
H 0.6647 4.2372 -2.8571 0.035 0.081 -0.077
H 2.0402 2.4771 -0.7968 0.084 0.001 0.052
H 2.9769 3.0908 -2.1567 0.045 -0.030 0.067
H 1.8042 0.7192 -2.3246 0.055 0.010 -0.173
H 1.7468 1.7925 -3.7425 -0.008 -0.069 0.036
H -0.4503 2.2719 -3.3486 0.113 0.013 0.148
O -0.7914 -1.1579 1.3879 -0.844 -1.139 -0.657
S -0.0342 0.0044 1.8821 0.528 0.959 1.666
C 0.0868 -0.3358 3.7223 0.216 0.268 -0.555
C -0.4903 0.8689 4.4370 -0.155 0.059 0.092
C -1.7182 1.2767 3.6297 0.109 0.001 0.138
C -1.2525 1.3614 2.1921 0.218 -0.247 0.004
H 1.1255 -0.5387 3.9732 0.047 -0.045 -0.043
H -0.5063 -1.2315 3.8894 -0.077 -0.094 -0.157
H 0.2338 1.6887 4.4431 0.001 0.014 0.073
H -0.7521 0.6336 5.4701 0.104 0.021 0.050
H -2.1319 2.2276 3.9722 -0.077 -0.046 -0.011
H -2.4854 0.5072 3.7254 -0.077 0.008 0.008
H -0.7156 2.2876 1.9996 0.047 0.150 -0.090
H -2.0453 1.2331 1.4639 0.001 -0.038 -0.220
```
Positions in Å, forces in eV/Å.

Formula: C16H23NO8PS
Source: the Open Molecules 2025 dataset
Level of theory: ωB97M-V with the def2-TZVPD basis set

Output
E_LUMO ... 2.389 eV
Charge ... -1
Energy above the lowest of the compared OMol25 structures with the same formula, charge and spin ... 493.2 kJ/mol

XYZ file:
```
50
Properties=species:S:1:pos:R:3:forces:R:3
C -5.1288 -1.1700 3.1947 0.090 -0.078 0.094
C -3.9103 -1.4942 2.3475 0.452 0.616 -0.035
O -2.7247 -1.2711 3.1286 0.136 0.422 0.569
P -1.2148 -0.9737 2.5395 -1.458 -2.573 -3.160
C -1.1790 -2.3060 1.3180 2.964 -2.204 5.191
C 0.0495 -2.7036 0.6049 -1.240 -0.152 1.837
O 0.8149 -3.6109 0.8895 0.189 -0.509 -0.932
O 0.2187 -1.9334 -0.5148 0.773 -1.058 -0.835
C 1.0301 -2.3549 -1.6499 -0.742 0.395 1.076
C 2.3086 -1.5904 -1.5535 0.581 0.158 0.011
O -0.9297 0.3989 2.0140 -0.144 -0.641 1.070
O -0.4113 -1.3650 3.8555 0.993 0.791 1.380
C 0.7042 -0.5498 4.3394 -0.710 -0.050 -0.511
C 0.6774 -0.4206 5.8528 -0.135 -0.078 0.079
H -6.0137 -1.2058 2.5552 -0.058 -0.076 0.033
H -5.2441 -1.9128 3.9941 -0.010 0.261 -0.042
H -5.0708 -0.1623 3.6239 0.102 -0.251 -0.044
H -3.9706 -2.5402 2.0082 0.279 0.275 0.040
H -3.8805 -0.8412 1.4683 -0.116 -0.244 0.174
H -1.6963 -3.2048 1.7710 1.098 0.804 -0.025
H 1.1902 -3.4353 -1.6400 -0.134 0.077 0.168
H 0.4527 -2.0711 -2.5369 0.021 -0.043 0.142
H 2.8780 -1.6950 -2.4750 0.245 0.037 -0.089
H 2.0989 -0.5345 -1.3697 -0.026 -0.055 -0.131
H 2.8936 -1.9636 -0.7101 0.031 0.010 -0.095
H 1.6276 -1.0431 4.0066 -0.186 0.190 0.014
H 0.6049 0.4445 3.8762 0.234 -0.349 0.054
H 1.5173 0.2074 6.1768 -0.073 -0.101 -0.098
H -0.2460 0.0684 6.1921 0.175 -0.215 -0.121
H 0.7774 -1.3945 6.3492 -0.115 0.190 -0.138
C 3.8634 3.2790 -4.8282 0.044 0.052 -0.061
C 2.6092 2.9093 -4.0792 -0.266 -0.271 0.235
C 2.5105 3.1621 -2.7042 0.175 0.069 -0.276
C 1.3778 2.7981 -1.9922 -0.070 -0.141 0.641
C 0.3254 2.1308 -2.6178 0.397 -0.089 -0.610
S -1.1332 1.6720 -1.6908 -0.256 -2.260 2.989
N -0.7632 0.2285 -0.7946 0.385 1.517 -1.036
C -1.4796 -0.6663 -0.3177 -3.919 1.353 -3.448
O -2.3803 -1.4154 -0.0868 1.192 3.923 -3.268
O -1.3261 2.6690 -0.6719 0.019 0.169 -1.015
O -2.1352 1.3042 -2.6398 -0.337 0.469 -0.582
C 0.3847 1.9228 -4.0073 0.076 -0.181 0.437
C 1.5283 2.2888 -4.7211 0.167 0.161 0.137
H 3.7728 3.0129 -5.8841 0.061 0.047 0.093
H 4.0581 4.3563 -4.7611 -0.055 -0.162 -0.026
H 4.7456 2.7683 -4.4200 -0.231 0.052 -0.052
H 3.3574 3.6420 -2.1953 -0.468 -0.170 -0.147
H 1.3103 3.0203 -0.9241 -0.021 -0.167 -0.328
H -0.4530 1.4668 -4.5237 0.060 -0.041 0.166
H 1.6036 2.0788 -5.7963 -0.168 0.120 0.474
```
Positions in Å, forces in eV/Å.

Formula: C16H24B2F5NO5P
Source: the Open Molecules 2025 dataset
Level of theory: ωB97M-V with the def2-TZVPD basis set

Output
E_LUMO ... 0.202 eV
Charge ... -1
Energy above the lowest of the compared OMol25 structures with the same formula, charge and spin ... 0.0 kJ/mol

XYZ file:
```
54
Properties=species:S:1:pos:R:3:forces:R:3
C 1.6335 -3.4401 1.1321 -0.550 -0.117 -0.074
C 1.1847 -3.0802 -0.2855 0.052 0.483 0.065
C 2.0876 -2.0154 -0.9441 -0.629 -0.095 0.890
C 1.4625 -0.6391 -0.7194 0.230 -0.401 -0.678
C 2.2348 0.4683 -1.4102 -0.299 0.824 0.374
C 1.5185 1.8620 -1.4098 -0.346 -0.525 -0.155
C 0.4405 1.9423 -0.3807 0.333 0.318 0.151
C 0.6674 2.1059 0.9366 -0.075 0.170 -0.311
C 2.1035 2.2186 1.4114 -0.742 0.064 0.281
C 2.3041 2.7336 2.8063 -0.626 2.036 1.133
O 1.9471 3.7897 3.2676 1.012 -2.011 -0.968
F 3.0408 1.8786 3.5567 -0.196 0.120 -0.109
C -0.4956 2.1157 1.8591 -0.245 0.083 0.417
O -0.5040 2.6005 2.9746 0.162 -0.442 -0.333
C -1.7443 1.4451 1.3671 0.204 -0.468 -0.078
P -2.9041 0.8723 2.6308 -0.348 1.097 0.611
N -3.9414 1.9489 3.1350 0.113 -0.497 -0.514
C -1.9887 1.3138 0.0624 -0.029 -0.358 -0.291
B -3.3066 0.6939 -0.5915 0.473 0.385 -0.240
O -4.2215 1.5708 -1.1248 -0.623 -0.576 0.405
O -3.4623 -0.6523 -0.6422 -0.036 0.431 0.591
C -4.7797 -1.1604 -0.4201 -0.392 -0.925 -0.883
C -5.6909 -1.0726 -1.6437 -0.027 0.779 0.505
C -0.9504 1.8261 -0.8923 -0.552 0.143 -0.334
O -1.2606 2.1056 -2.0388 0.317 -0.277 0.698
H 2.2087 -2.6327 1.5693 0.291 0.100 0.094
H 2.1967 -4.3635 1.1623 0.388 -0.063 0.020
H 0.7678 -3.5817 1.7758 -0.118 -0.126 0.146
H 1.0822 -3.9613 -0.9086 0.081 -0.231 -0.068
H 0.1904 -2.6451 -0.1984 -0.308 -0.063 -0.168
H 2.2543 -2.2141 -1.9924 0.227 0.022 -0.227
H 3.0222 -2.0126 -0.3994 0.586 -0.126 -0.449
H 0.4512 -0.6674 -1.1331 -0.279 0.059 0.089
H 1.3872 -0.5057 0.3568 -0.147 0.246 0.247
H 2.3664 0.1832 -2.4451 0.328 -0.073 -0.203
H 3.2065 0.6180 -0.9619 0.404 -0.399 -0.038
H 1.0368 2.0100 -2.3682 -0.007 0.137 -0.204
H 2.2369 2.6617 -1.2785 0.214 0.159 0.034
H 2.6097 2.9297 0.7717 0.268 0.113 -0.224
H 2.5599 1.2471 1.2814 0.341 -0.188 0.055
H -2.0893 0.3573 3.6594 0.050 -0.243 -0.249
H -3.4884 -0.2787 2.0689 0.210 -0.127 0.015
H -3.7364 2.8177 2.6572 -0.142 0.282 0.207
H -4.6002 2.1512 -0.4605 0.130 0.510 -0.081
H -5.2649 -0.7054 0.4389 0.165 0.336 0.183
H -4.6531 -2.2085 -0.1782 0.264 -0.191 0.159
H -5.1161 -0.9239 -2.5456 0.212 -0.313 -0.274
H -6.3114 -0.1890 -1.5487 -0.229 0.135 -0.120
H -6.3365 -1.9373 -1.7100 -0.060 -0.257 -0.139
B 5.7358 -1.5194 -2.0532 0.066 -0.029 -0.100
F 5.1512 -0.8534 -0.9507 -0.097 0.124 0.222
F 5.9795 -0.5855 -3.0743 -0.008 0.089 -0.077
F 6.9374 -2.1193 -1.6538 0.069 -0.042 0.042
F 4.8403 -2.5027 -2.5175 -0.083 -0.079 -0.043
```
Positions in Å, forces in eV/Å.

| no. | molecular weight (g mol⁻¹) | strongest force on any atom (eV/A) |
| --- | --- | --- |
| 1 | 349.46 | 17.088 |
| 2 | 245.37 | 19.039 |
| 3 | 588.74 | 1.993 |
| 4 | 420.40 | 6.371 |
| 5 | 457.96 | 2.451 |